[1]
Below is a cluster of 2 separate species, C5H7N3 in total at a distorted geometry, with properties calculated with wB97M-V/def2-TZVPD.

Atoms and positions in Å:
C  1.855  -0.874  -0.354
C  0.188  -2.348  0.533
C  -0.451  1.667  0.787
C  -1.088  1.026  -0.420
C  -1.499  -0.238  -0.397
N  2.789  -0.172  -0.595
N  -0.392  -3.234  0.977
N  0.835  -1.330  0.104
H  -0.944  1.377  1.775
H  0.575  1.370  0.730
H  -0.649  2.710  0.581
H  3.388  0.011  -1.379
H  -1.142  1.684  -1.313
H  -1.598  -0.900  0.394
H  -1.867  -0.749  -1.423

Computed properties:
HOMO energy in eV: -9.3
ΔE to the lowest compared entry with this formula, charge and spin in kJ/mol: 373.26
Kohn-Sham gap in eV: 9.8
SMILES: N#CN=C=N.C=CC

=====

[2]
Below is an isolated molecule of C5H7N3 at a distorted geometry, with properties calculated with wB97M-V/def2-TZVPD.

Atoms and positions in Å:
C  -2.494  -0.703  -0.396
C  -1.443  -0.080  0.514
C  -0.929  1.398  0.050
C  0.534  0.868  0.096
C  0.127  -0.383  0.303
H  -2.827  -1.847  -0.385
H  -3.501  -0.142  -0.494
H  -2.218  -0.425  -1.484
H  -1.771  -0.204  1.505
H  -1.020  2.203  0.803
H  -1.479  1.526  -0.914
H  2.642  1.383  -0.295
N  1.769  0.643  -0.357
N  2.132  -0.632  -0.135
N  1.157  -1.310  0.186

Computed properties:
HOMO energy in eV: -9.4
ΔE to the lowest compared entry with this formula, charge and spin in kJ/mol: 491.83
Kohn-Sham gap in eV: 10.2
SMILES: C[C@@H]1Cc2[nH]nnc21

=====

[3]
Below is an isolated molecule of C5H7N3 at a distorted geometry, with properties calculated with wB97M-V/def2-TZVPD.

Atoms and positions in Å:
C  1.604  0.498  -0.039
C  2.682  -0.134  -0.283
C  -0.904  0.747  0.113
C  -1.955  -0.263  -0.058
C  -3.142  -0.628  -0.242
H  0.113  -1.606  1.287
H  0.326  -1.919  -0.545
H  1.676  1.686  0.407
H  3.682  0.352  0.093
H  2.753  -1.124  -0.520
H  -2.002  2.270  -0.185
H  -4.224  -0.761  -0.151
N  0.071  -1.282  0.173
N  0.261  0.134  -0.035
N  -0.941  2.030  -0.015

Computed properties:
HOMO energy in eV: -8.8
ΔE to the lowest compared entry with this formula, charge and spin in kJ/mol: 679.88
Kohn-Sham gap in eV: 9.4
SMILES: [H]/N=C(\C#C)N(N)C=C

=====

[4]
Below is an isolated molecule of C5H7N3 at a distorted geometry, with properties calculated with wB97M-V/def2-TZVPD.

Atoms and positions in Å:
C  -0.052  1.011  -0.744
C  0.396  0.557  1.281
C  0.226  -0.274  0.022
C  -1.065  -0.999  0.010
C  1.049  -1.238  -0.749
H  0.877  1.518  -1.290
H  -0.941  0.849  -1.443
H  -0.385  2.606  1.084
H  -0.246  0.083  2.143
H  1.466  0.703  1.818
H  -2.142  -0.847  0.377
H  1.874  -0.973  -1.514
N  -0.438  1.515  0.591
N  -1.008  -2.190  -0.418
N  0.389  -2.320  -1.169

Computed properties:
HOMO energy in eV: -9.5
ΔE to the lowest compared entry with this formula, charge and spin in kJ/mol: 583.80
Kohn-Sham gap in eV: 9.9
SMILES: C1=NN=CC12CNC2

=====

[5]
Below is an isolated molecule of C5H7N3 at a distorted geometry, with properties calculated with wB97M-V/def2-TZVPD.

Atoms and positions in Å:
C  -1.974  0.996  1.125
C  1.064  -0.732  -0.696
C  -0.619  0.745  0.538
N  1.590  -1.838  -1.324
C  0.441  0.327  -1.393
C  0.463  0.214  1.257
N  1.281  -0.597  0.618
N  -0.408  1.081  -0.738
H  1.728  -1.784  -2.317
H  2.210  -2.389  -0.771
H  0.574  0.507  -2.452
H  0.574  0.285  2.333
H  -2.331  0.090  1.598
H  -2.657  1.313  0.338
H  -1.935  1.782  1.884

Computed properties:
HOMO energy in eV: -7.9
ΔE to the lowest compared entry with this formula, charge and spin in kJ/mol: 116.77
Kohn-Sham gap in eV: 8.8
SMILES: Cc1cnc(N)cn1

=====

[6]
Below is an isolated molecule of C5H7N3 at a distorted geometry, with properties calculated with wB97M-V/def2-TZVPD.

Atoms and positions in Å:
C  2.602  0.009  -0.515
C  1.462  -0.025  0.625
C  -0.779  -0.532  0.110
C  -2.429  0.876  0.042
C  -2.837  -0.471  -0.258
H  3.575  0.386  -0.367
H  2.777  -1.093  -0.911
H  2.209  0.748  -1.272
H  1.916  -0.191  1.570
H  1.127  1.008  0.734
H  -3.219  1.720  0.087
H  -3.852  -0.976  -0.294
N  0.471  -1.012  0.326
N  -1.128  0.912  0.111
N  -1.895  -1.359  0.010

Computed properties:
HOMO energy in eV: -10.1
ΔE to the lowest compared entry with this formula, charge and spin in kJ/mol: 337.73
Kohn-Sham gap in eV: 8.6
SMILES: CCN=C1N=CC=N1

=====

[7]
Below is an isolated molecule of C5H7N3O2 at a distorted geometry, with properties calculated with wB97M-V/def2-TZVPD.

Atoms and positions in Å:
C  1.430  -0.001  1.571
C  1.578  -0.020  0.049
C  0.503  -0.808  -0.624
N  0.747  -1.911  -1.273
O  -0.426  -2.319  -1.807
N  -1.426  -1.493  -1.481
C  -0.919  -0.601  -0.679
C  -1.764  0.461  -0.048
N  -1.683  1.698  -0.554
H  2.334  0.424  2.027
H  0.575  0.612  1.888
H  1.294  -1.018  1.963
H  1.579  1.007  -0.347
H  2.540  -0.464  -0.237
O  -2.864  0.202  0.467
H  -0.782  2.157  -0.501
H  -2.715  2.075  -0.412

Computed properties:
HOMO energy in eV: -10.3
ΔE to the lowest compared entry with this formula, charge and spin in kJ/mol: 313.61
Kohn-Sham gap in eV: 10.8
SMILES: CCc1nonc1C(N)=O

=====

[8]
Below is an isolated molecule of C5H7N3S at a distorted geometry, with properties calculated with wB97M-V/def2-TZVPD.

Atoms and positions in Å:
C  1.122  -1.326  0.574
C  -0.076  -2.125  0.642
C  1.364  -0.013  0.379
C  -1.357  -1.876  0.683
C  -0.947  0.675  0.222
N  0.370  0.873  -0.018
N  -1.744  1.442  -0.565
N  0.744  1.883  -0.870
S  -2.796  -1.982  1.252
H  2.033  -1.987  0.598
H  0.053  -3.293  0.392
H  2.406  0.381  0.581
H  -2.663  1.242  -0.658
H  -1.211  2.051  -1.215
H  1.296  1.449  -1.640
H  1.406  2.606  -0.356

Computed properties:
HOMO energy in eV: -7.4
ΔE to the lowest compared entry with this formula, charge and spin in kJ/mol: 367.69
Kohn-Sham gap in eV: 7.8